No. 1
17
Properties=species:S:1:pos:R:3:forces:R:3 method="wB97M-V/def2-TZVPD" e_tot_ev=-10811.039 relative_energy_ev=1.423 e_lumo_ev=0.8 orbital_gap_ev=9.36 total_charge=0
H -2.123 -0.024 -1.343 0.0 0.1 0.0
N 0.556 -0.343 -0.450 -0.1 0.0 -0.3
H 0.191 -2.358 -0.749 0.1 -0.1 0.0
C -0.640 0.609 -0.122 0.7 -0.8 0.1
H 1.876 -1.924 -0.388 0.0 -0.1 0.0
C 1.284 0.768 -0.166 -0.8 0.4 0.1
O 2.608 0.852 -0.101 0.0 -0.2 -0.1
H -1.129 1.138 -2.003 0.0 -0.1 0.0
N -1.570 0.802 -1.157 -0.3 0.2 -0.2
H -0.577 0.129 1.969 0.0 -0.1 0.1
C -1.316 0.236 1.181 0.2 0.1 -0.2
H -1.868 -0.695 1.065 -0.1 -0.1 0.1
H -2.006 1.033 1.444 -0.1 0.0 0.1
H 2.840 1.777 0.052 -0.1 0.0 0.0
H 0.672 -1.953 0.917 0.0 -0.1 0.0
C 0.834 -1.719 -0.142 -0.1 0.1 0.3
N 0.366 1.671 -0.007 0.5 0.6 0.1

---

No. 2
17
Properties=species:S:1:pos:R:3:forces:R:3 method="wB97M-V/def2-TZVPD" e_tot_ev=-10806.478 relative_energy_ev=5.984 e_lumo_ev=0.6 smiles="[H]/N=C(/NO)N/C=C/C" orbital_gap_ev=9.06 total_charge=0
H -1.103 0.401 -1.083 1.2 0.3 -1.4
H 0.668 -1.672 1.404 0.9 1.2 -2.0
C -1.541 -0.112 -0.285 -3.7 0.1 -1.4
H -3.488 -0.081 -1.538 0.7 -0.3 -0.3
C -0.839 -0.664 0.680 -1.4 -0.9 -1.1
N 1.278 1.089 -0.368 1.5 1.3 2.9
H -3.500 0.835 -0.094 -0.3 -0.7 0.2
H -1.460 -1.072 1.457 0.5 -0.6 0.6
H 2.593 -1.726 -0.732 -0.1 -3.2 0.2
C 1.455 -0.299 -0.001 5.3 -0.3 -5.3
H -0.677 1.495 0.283 3.1 0.5 0.3
H 2.436 1.584 -0.184 -4.9 -1.7 -0.6
H -3.600 -1.023 -0.039 0.3 0.9 -0.1
C -3.135 -0.126 -0.513 1.4 0.4 1.9
N 2.519 -0.776 -0.694 -2.6 4.5 2.8
N 0.502 -1.050 0.557 -1.9 -1.3 4.3
O 0.299 1.702 0.597 0.0 0.1 -0.9

---

No. 3
17
Properties=species:S:1:pos:R:3:forces:R:3 method="wB97M-V/def2-TZVPD" e_tot_ev=-10807.271 relative_energy_ev=5.191 e_lumo_ev=0.6 orbital_gap_ev=8.96 total_charge=0
H 0.778 -1.693 -2.081 0.2 0.4 -0.1
N 1.168 -0.897 -1.587 1.0 -0.2 -1.2
C 1.586 0.879 1.154 0.1 -0.2 0.4
H 1.637 -0.221 -2.179 -0.1 -0.4 -0.2
C -1.007 0.335 1.088 2.0 2.1 2.0
H -1.834 0.214 -1.040 0.3 -0.5 -0.5
N -1.555 1.496 1.330 -0.5 -1.7 -1.0
N -1.298 -0.601 -0.735 2.1 0.6 0.2
C 0.325 -0.344 -0.692 -4.2 -1.1 1.1
H -1.477 -2.478 -0.826 -0.4 0.2 0.0
H 1.530 0.757 2.241 -0.1 0.1 -0.1
C 0.435 0.205 0.503 -1.7 0.5 -0.1
H -1.250 -0.505 1.756 -0.2 0.3 -0.3
H 1.539 1.951 0.939 0.2 -0.1 0.1
H 2.544 0.461 0.835 -0.1 0.2 -0.2
O -1.862 -1.745 -1.336 0.9 -0.2 -0.4
H -1.260 2.185 0.631 0.5 0.0 0.4

---

No. 4
17
Properties=species:S:1:pos:R:3:forces:R:3 method="wB97M-V/def2-TZVPD" e_tot_ev=-10809.507 relative_energy_ev=2.955 e_lumo_ev=0.8 orbital_gap_ev=9.25 total_charge=0
C -2.073 0.510 0.306 1.2 0.5 0.0
H 2.990 1.582 0.296 -0.1 -0.1 0.0
C 1.982 1.420 -0.085 -0.1 0.0 -0.1
C -2.778 -0.306 -0.471 0.1 0.0 0.1
H -1.022 -1.839 0.711 0.1 0.0 0.0
H -3.856 -0.282 -0.472 -0.1 0.0 0.2
H 1.289 2.120 0.372 0.1 0.1 -0.1
H -2.559 1.187 1.000 -0.1 0.0 -0.1
N 1.553 0.095 0.284 -1.1 -0.6 0.3
N -0.087 -1.582 0.432 0.0 0.3 -0.1
O 2.397 -0.910 -0.203 0.0 -0.2 0.0
H 1.977 1.568 -1.173 0.0 0.0 0.0
H 2.311 -0.959 -1.172 -0.2 0.2 0.1
H 0.694 -2.119 0.779 -0.2 0.0 0.0
H -2.307 -0.988 -1.161 0.1 0.0 -0.2
N -0.655 0.740 0.248 -1.9 -0.2 0.0
C 0.143 -0.237 0.310 2.4 0.1 -0.3

---

No. 5
17
Properties=species:S:1:pos:R:3:forces:R:3 method="wB97M-V/def2-TZVPD" e_tot_ev=-10808.654 relative_energy_ev=3.808 e_lumo_ev=0.2 orbital_gap_ev=8.74 total_charge=0
H -1.299 2.117 -1.369 0.1 0.0 0.1
C 1.415 -1.732 -0.402 0.0 -0.4 -0.1
C 0.060 0.186 -0.015 0.6 -1.7 -1.1
H 1.769 0.625 1.202 0.1 0.0 -0.1
N 0.155 -1.024 -0.535 0.4 2.3 1.7
H -2.738 1.959 -0.519 0.1 -0.1 0.1
H 2.081 -1.509 -1.240 0.1 -0.1 0.1
N -1.731 1.849 -0.492 0.0 0.0 -0.2
H -1.050 -1.568 1.049 -0.6 0.1 0.0
C -1.340 0.635 0.027 -1.9 -3.0 -1.1
H 1.938 -1.562 0.545 0.1 0.4 -0.1
O -1.971 -1.263 1.193 0.6 -0.7 -0.6
H 0.779 2.030 0.797 0.1 -0.1 -0.1
H 1.830 1.301 -0.442 0.0 -0.1 0.1
C 1.178 1.090 0.410 -0.1 -0.1 0.3
N -2.251 -0.332 0.192 0.3 3.2 1.3
H 1.176 -2.804 -0.399 0.2 0.2 -0.3

---

No. 6
17
Properties=species:S:1:pos:R:3:forces:R:3 method="wB97M-V/def2-TZVPD" e_tot_ev=-10805.217 relative_energy_ev=7.245 e_lumo_ev=0.8 orbital_gap_ev=9.48 total_charge=0
N 0.001 -1.305 -0.625 -5.8 4.2 -0.6
H 1.560 1.490 -1.596 -0.6 -0.9 -2.3
C 1.653 -0.577 0.595 -3.2 0.9 0.3
O -1.546 0.709 -0.122 -1.3 -4.5 0.0
H 1.320 -2.459 -0.178 1.5 2.4 -1.7
N 1.469 1.664 -0.655 -1.9 5.3 7.1
N 1.403 -1.431 -0.630 -1.9 -2.1 4.9
C 0.742 0.730 0.408 2.6 -3.1 -4.1
C -0.442 -0.096 -0.121 4.4 -0.4 -1.5
H -2.748 -0.868 0.982 0.2 1.6 -3.4
H 1.175 -0.964 1.572 1.3 -0.2 -1.5
H 2.617 -0.302 0.594 3.7 0.7 0.8
H 0.522 1.008 1.405 0.1 1.8 0.5
H -3.608 0.576 -0.031 1.5 -2.4 -0.7
H 1.234 2.944 -0.405 0.8 -5.6 -1.4
C -2.739 -0.238 -0.116 -0.5 1.4 1.7
H -2.614 -0.881 -1.078 -0.8 1.0 2.0